[1]
The following is a DFT calculation (wB97M-V/def2-TZVPD) of C20H26N4O3 in the gas phase.

Geometry as XYZ:
```
53
Properties=species:S:1:pos:R:3:lowdin_charge:R:1
C 4.199 2.892 1.354 -0.10
C 3.674 1.479 1.577 -0.24
C 3.207 0.857 0.254 -0.17
N 2.448 -0.366 0.434 -0.07
C 3.232 -1.566 0.668 -0.18
C 3.855 -2.165 -0.597 -0.24
C 4.667 -3.409 -0.263 -0.11
C 1.205 -0.535 -0.097 -0.20
N 0.860 -1.755 -0.460 0.19
C -0.279 -1.950 -1.146 -0.20
C -0.656 -3.242 -1.559 -0.01
C -1.736 -3.397 -2.385 -0.08
C -2.477 -2.288 -2.825 -0.09
C -2.158 -1.023 -2.408 -0.03
C -1.075 -0.840 -1.535 -0.20
N -0.828 0.356 -0.968 0.22
C 0.223 0.513 -0.224 -0.13
C 0.253 1.782 0.619 -0.13
C 0.350 2.942 -0.227 -0.19
N 0.470 3.858 -0.900 0.19
C -1.018 1.833 1.474 -0.46
O -0.984 1.721 2.672 0.14
O -2.103 2.005 0.745 0.02
C -3.354 1.954 1.422 -0.11
C -3.685 0.536 1.919 -0.20
O -3.593 -0.463 0.942 -0.17
C -4.576 -0.399 -0.063 -0.10
H 5.032 2.881 0.654 0.08
H 4.543 3.322 2.291 0.07
H 3.420 3.533 0.946 0.07
H 2.851 1.500 2.296 0.10
H 4.462 0.863 2.013 0.10
H 4.091 0.635 -0.355 0.13
H 2.613 1.578 -0.311 0.11
H 4.014 -1.315 1.387 0.12
H 2.565 -2.306 1.115 0.12
H 4.500 -1.428 -1.080 0.10
H 3.052 -2.421 -1.289 0.10
H 5.103 -3.832 -1.165 0.07
H 4.033 -4.162 0.198 0.07
H 5.473 -3.169 0.428 0.07
H -0.060 -4.082 -1.237 0.11
H -2.021 -4.384 -2.718 0.10
H -3.310 -2.444 -3.495 0.10
H -2.718 -0.158 -2.726 0.11
H 1.090 1.764 1.320 0.13
H -3.337 2.628 2.284 0.14
H -4.082 2.304 0.689 0.13
H -2.965 0.251 2.690 0.12
H -4.694 0.564 2.361 0.13
H -4.427 0.459 -0.726 0.09
H -4.474 -1.315 -0.642 0.08
H -5.581 -0.349 0.374 0.09
```

Values from the calculation:
**Structure (SMILES)**: CCCN(CCC)c1nc2ccccc2nc1[C@@H](C#N)C(=O)OCCOC
**Total energy**: -33264.338 eV
**E_LUMO**: -0.045 eV
**Highest occupied orbital energy**: -8.1 eV
**HOMO-LUMO gap**: 0.297 Eh



[2]
The following is a DFT calculation (wB97M-V/def2-TZVPD) of C3H4N4 in the gas phase.

Geometry as XYZ:
```
11
Properties=species:S:1:pos:R:3:lowdin_charge:R:1
C 0.511 -1.244 0.669 -0.15
C 0.318 -1.174 -0.578 -0.21
N 0.254 -0.041 -1.320 -0.07
N -0.786 0.821 -1.119 0.04
C -0.986 1.042 0.095 -0.20
N 0.078 0.926 1.068 0.03
N 0.671 -0.075 1.446 0.02
H 0.778 -2.152 1.360 0.14
H 0.175 -2.081 -1.168 0.12
H 0.356 -0.458 -2.332 0.18
H -1.877 1.526 0.494 0.11
```

Values from the calculation:
**Structure (SMILES)**: C1=CNN=CN=N1
**Total energy**: -9131.460 eV
**E_LUMO**: -0.012 eV
**Highest occupied orbital energy**: -8.8 eV
**HOMO-LUMO gap**: 0.324 Eh



[3]
The following is a DFT calculation (wB97M-V/def2-TZVPD) of 2 unconnected molecules or ions with the total composition C3H3F2O3S.

Geometry as XYZ:
```
12
Properties=species:S:1:pos:R:3:mulliken_spin:R:1
C -1.458 -0.492 0.802 0.18
C -1.280 0.619 0.125 0.02
C 0.125 1.171 -0.098 0.74
O 2.761 -0.315 -1.009 0.09
O 1.726 -1.475 0.800 0.09
O 0.645 -1.512 -1.415 0.09
F 0.220 1.843 -1.289 0.04
F 0.807 1.772 0.899 0.04
S 1.582 -0.875 -0.509 0.65
H -2.438 -0.718 1.003 0.01
H -0.600 -1.092 1.162 0.00
H -2.089 1.073 -0.471 0.03
```

Values from the calculation:
**Expectation value of S²**: 2.012
**Total energy**: -25569.327 eV
**E_LUMO (alpha / beta)**: 4.039 / 2.891 eV
**Spin multiplicity**: 3
**Highest occupied orbital energy (alpha / beta)**: -1.3 / -5.4 eV
**Net charge**: -1
**HOMO-LUMO gap (alpha / beta)**: 0.197 / 0.306 Eh